13
Properties=species:S:1:pos:R:3 method="wB97M-V/def2-TZVPD" energy_ev=-12149.6952 multiplicity=1 homo_energy_ev="-8.67 / -8.90" lumo_ev="-0.50 / -0.64" gap_ev="8.16 / 8.26" e_above_lowest_kj_mol=428.61 fmax_ha_per_bohr=0.0977
C -0.61320 1.01942 3.46740
C -0.25860 0.68969 2.34263
C 0.60970 -0.75911 -1.62672
C 0.38396 0.18766 1.25121
Si -0.58397 -0.35707 -0.23600
H -0.95549 1.22460 4.38270
H 1.09087 0.13862 -2.04766
H 1.39565 -1.51503 -1.55554
H -0.11251 -1.15209 -2.40477
H 1.44323 -0.02025 1.48744
H 1.23022 1.82472 0.72261
H -1.54044 -1.40297 0.23795
H -1.44213 0.89500 -0.76598

93
Properties=species:S:1:pos:R:3 method="wB97M-V/def2-TZVPD" energy_ev=-60905.1033 multiplicity=1 homo_energy_ev=-15.50 lumo_ev=-8.61 gap_ev=6.89 total_charge=+3 e_above_lowest_kj_mol=1752.30 fmax_ha_per_bohr=0.2083
W 0.03894 -0.01382 0.02833
C 1.90837 2.24809 -4.31660
N 2.19703 1.73034 -2.98869
C 3.16890 2.50745 -2.22830
C 2.11238 0.37202 -2.71885
N 1.53263 -0.03136 -1.62329
C 2.05255 -1.38376 -1.20659
C 1.89660 -1.91431 0.32221
N 0.79435 -1.55124 1.26962
C -0.50513 -2.25551 1.16132
C -0.72127 -2.80657 -0.30216
N -0.55643 -1.70341 -1.35991
C -1.35213 -1.90115 -2.44084
N -1.72344 -3.11241 -2.85819
C -2.77721 -3.29151 -3.86617
C -0.74767 -4.21514 -2.83523
N -2.01804 -0.82621 -3.20911
C -1.14096 0.26101 -3.87112
C -3.14378 -0.35306 -2.49128
C 1.18797 -0.71039 2.42480
C 2.29427 0.31905 2.04371
N 1.93758 0.96533 0.72331
C 1.68365 2.30351 0.87759
N 0.45815 2.97188 0.32090
C -0.77530 2.09753 0.27394
C 0.54073 3.87121 -0.82931
N 2.31558 3.15460 1.67972
C 3.78530 3.16429 1.68282
C 1.70227 4.39249 2.16910
N 2.74342 -0.45796 -3.59921
C 4.08620 -0.17150 -4.09090
C 2.01166 -1.48611 -4.32480
H 1.49859 3.25567 -4.22939
H 2.80332 2.30775 -4.94393
H 1.16735 1.63220 -4.82335
H 2.83191 3.53525 -2.10006
H 3.34501 2.06752 -1.24790
H 4.12917 2.54622 -2.75331
H 1.66725 -2.15248 -1.86777
H 3.13531 -1.39239 -1.35354
H 1.92828 -3.00667 0.27715
H 2.85548 -1.73533 0.79965
H -0.57674 -3.08059 1.88302
H -1.35018 -1.54055 1.40404
H -0.02014 -3.61630 -0.49598
H -1.72937 -3.22402 -0.32204
H -3.68689 -2.76576 -3.59326
H -2.44547 -2.95115 -4.84661
H -3.03173 -4.34666 -3.93411
H -1.02638 -4.96572 -2.09550
H -0.71233 -4.69681 -3.81077
H 0.25553 -3.85624 -2.61568
H -0.36851 -0.20425 -4.48102
H -1.76576 0.84605 -4.54544
H -0.66804 0.94244 -3.11131
H -3.77576 -1.17075 -2.12778
H -2.79575 0.18146 -1.60700
H -3.75799 0.29230 -3.11756
H 0.32370 -0.15480 2.78607
H 1.53265 -1.32870 3.25919
H 2.36108 1.02106 2.87559
H 3.27064 -0.15589 1.96531
H -1.11672 1.66359 1.51980
H -1.75588 2.67919 -0.07847
H -0.58318 1.16270 -0.49759
H 0.49414 3.32735 -1.77577
H -0.29592 4.57346 -0.80202
H 1.45426 4.45983 -0.80284
H 4.15912 3.38099 2.68168
H 4.19642 2.20705 1.37124
H 4.15056 3.93261 0.99870
H 1.73557 5.18317 1.41827
H 0.67212 4.22448 2.46644
H 2.24562 4.73717 3.04656
H 4.68055 0.33289 -3.33233
H 4.59304 -1.10595 -4.32716
H 4.07056 0.43682 -4.99935
H 1.09055 -1.76306 -3.81237
H 1.74997 -1.13038 -5.32586
H 2.61549 -2.38922 -4.42913
O -1.86449 -0.56579 0.66586
N -3.05574 0.12864 0.16604
C -4.22007 -0.28599 0.70011
C -5.39207 0.27023 0.29343
C -5.36987 1.28324 -0.68294
C -4.20199 1.71389 -1.23914
C -2.95155 1.12629 -0.84510
S -1.35314 1.62202 -1.51633
H -4.15847 -1.06389 1.44853
H -6.33209 -0.05168 0.71576
H -6.31138 1.72249 -0.98719
H -4.17238 2.49988 -1.98264
O -0.32099 1.36801 1.40091

17
Properties=species:S:1:pos:R:3 method="wB97M-V/def2-TZVPD" energy_ev=-28250.4031 multiplicity=1 homo_energy_ev=-9.13 lumo_ev=-0.47 gap_ev=8.66 smiles=C[C@](S)(I)c1ccncn1 fmax_ha_per_bohr=0.0756
C 0.06060 1.10912 -1.96288
C -0.77891 0.46094 -0.87189
S -1.98446 -0.63777 -1.55952
I -1.72880 2.23345 0.23219
C -0.03207 -0.23993 0.28940
C 0.88999 0.42149 1.13621
C 1.22947 -0.34227 2.25432
N 0.93461 -1.65953 2.40469
C 0.16337 -2.15629 1.46406
N -0.36193 -1.53871 0.42724
H -0.59704 1.41947 -2.77265
H 0.88526 1.78164 -1.76961
H 0.66866 0.27734 -2.53087
H -2.18718 0.29183 -2.34521
H 1.14930 1.50360 1.13431
H 1.81204 0.23007 3.01506
H -0.12292 -3.15445 1.45516

85
Properties=species:S:1:pos:R:3 method="wB97M-V/def2-TZVPD" energy_ev=-59576.8352 multiplicity=1 homo_energy_ev=-4.42 lumo_ev=1.89 gap_ev=6.31 total_charge=-1 e_above_lowest_kj_mol=286.31 fmax_ha_per_bohr=0.1136
C 4.48334 1.30294 3.31111
N 3.95998 1.92912 2.06408
C 2.96131 1.04440 1.39597
C 3.46316 3.29955 2.27354
O 3.73352 4.14448 1.35883
C 2.63778 3.81494 3.53827
C 1.05253 3.90382 3.32554
N 0.48594 2.91907 2.36616
C -0.95212 3.35456 2.13610
C -2.02160 2.20511 2.49082
C -1.54753 1.19184 3.63836
Cl -2.78420 -0.18849 3.72652
C 0.39181 3.63838 4.79109
O -0.44974 4.42684 5.33334
O 0.76992 2.48697 5.49394
H 3.64201 0.75165 3.87633
H 4.96233 2.03163 4.04309
H 5.25370 0.50796 2.98777
H 3.49417 0.03554 1.21447
H 2.06586 0.84675 2.07827
H 2.61311 1.45258 0.39199
H 2.99970 4.89455 3.73845
H 2.95589 3.22031 4.47015
H 0.81362 5.00302 3.07257
H 0.90533 2.99992 1.42459
H -1.20844 4.33254 2.66988
H -1.08437 3.57291 1.00614
H -2.31118 1.60904 1.54620
H -2.96428 2.75352 2.87406
H -1.60855 1.77624 4.63130
H -0.47330 0.81486 3.52171
C -3.13767 -2.57165 0.10031
O -3.70575 -1.32075 0.45540
H -3.80738 -3.07840 -0.59572
H -2.16858 -2.41342 -0.38014
H -3.01445 -3.18542 0.99633
H -3.09327 -0.89359 1.07222
C 1.99513 0.60624 -2.88179
O 1.48290 0.32534 -1.58598
H 2.75241 1.38660 -2.80050
H 2.44937 -0.29680 -3.30047
H 1.18687 0.95256 -3.52890
H 0.81626 -0.36635 -1.68504
C -6.72788 -4.60573 1.39996
O -5.36783 -4.55143 1.81218
H -7.04103 -5.64916 1.35189
H -7.35260 -4.07340 2.12241
H -6.83061 -4.15270 0.41339
H -5.11791 -3.61792 1.84570
C -6.57393 -6.13837 5.36072
O -5.30474 -5.92564 4.76602
H -6.43361 -6.63263 6.32267
H -7.07399 -5.17875 5.51739
H -7.18341 -6.77496 4.71299
H -5.45739 -5.48673 3.91545
C 1.82926 2.89757 -6.36887
O 1.18959 1.69968 -5.95081
H 2.39611 3.30365 -5.53146
H 2.51071 2.68102 -7.19543
H 1.07783 3.62617 -6.68502
H 0.69539 1.35951 -6.70686
C -8.49918 -6.19023 -1.86463
O -8.38179 -4.92175 -1.23775
H -8.71099 -6.94063 -1.10262
H -9.31764 -6.16991 -2.58887
H -7.56203 -6.44124 -2.36808
H -8.19479 -4.27724 -1.93198
C 5.61922 1.55149 -5.57363
O 5.08696 2.81714 -5.21951
H 4.94250 1.07028 -6.28089
H 6.59893 1.68059 -6.04177
H 5.71210 0.92722 -4.68083
H 5.70313 3.22186 -4.59324
C 7.17501 3.89439 -1.71033
O 6.55019 4.39318 -2.88628
H 6.78813 2.89685 -1.50257
H 8.25620 3.83849 -1.86247
H 6.95035 4.55114 -0.86706
H 6.90829 5.27477 -3.04754
C 2.16398 -3.33866 -4.07551
O 2.03961 -3.32837 -2.66123
H 1.80791 -4.29735 -4.45366
H 1.56010 -2.53435 -4.50385
H 3.21338 -3.20774 -4.35259
H 2.36089 -2.47100 -2.35177

12
Properties=species:S:1:pos:R:3 method="wB97M-V/def2-TZVPD" energy_ev=-13919.9270 multiplicity=7 homo_energy_ev="-19.32 / -19.52" lumo_ev="-10.77 / -14.79" gap_ev="8.55 / 4.73" total_charge=+2 s2=12.014 e_above_lowest_kj_mol=17.25 fmax_ha_per_bohr=0.0807
O 1.87012 -0.29866 1.15644
C 2.44102 0.54698 0.31215
C 0.45817 -0.37209 0.95514
O 3.59630 0.60391 0.03777
O 1.46199 1.14864 -0.45051
C 0.26071 0.52018 -0.23465
H -0.05740 0.02780 1.84221
H 0.16765 -1.42065 0.80981
H -0.61665 1.15675 -0.40254
O -1.73751 -1.41912 -2.97783
H -2.60121 -1.01331 -3.04577
Ru -0.23689 -0.68613 -2.33455

15
Properties=species:S:1:pos:R:3 method="wB97M-V/def2-TZVPD" energy_ev=-12550.5458 multiplicity=3 homo_energy_ev="-5.83 / -9.74" lumo_ev="0.44 / -3.32" gap_ev="6.28 / 6.42" s2=2.017 fmax_ha_per_bohr=0.1227
B -0.86544 -0.20329 1.33256
C -0.21486 -0.20498 -1.11567
C 0.76752 -0.57105 -2.09814
C 2.44166 0.47093 -0.81164
C 0.04163 -0.60376 0.14444
N 1.97045 -0.19042 -1.90636
O 2.43716 0.09190 0.32579
O -1.62518 0.93471 1.14822
O -0.94555 -0.91463 2.56283
H -1.19946 0.45354 -1.33094
H 0.51968 -1.08204 -2.91517
H 3.03355 1.49261 -1.10408
H 0.77419 -1.39454 0.45822
H -1.66319 1.55610 1.84504
H -1.82863 -0.92024 2.99534